ORCA calculation (the ωB97M-V functional and the def2-TZVPD basis) on 2 unconnected molecules or ions with the total composition CHF3N2S at a distorted geometry.

* DFT total energy: -846.0405 Eh
* SMILES: FC(F)(F)S.N#N
* energy relative to the best compared isomer or geometry (same formula, charge and spin): 0.112 eV
* HOMO energy: -0.389 Eh
* largest force on an atom: 1.96 eV/A

```
8
Properties=species:S:1:pos:R:3:forces:R:3
C 0.049 0.758 -0.416 1.0 1.2 -1.1
N -1.305 -1.974 1.791 -0.4 -0.5 -1.0
N -1.696 -2.387 0.853 0.4 0.4 1.0
F 0.075 1.135 -1.719 -0.3 -0.6 -0.2
F 0.079 1.928 0.220 0.5 0.2 1.0
F -1.120 0.232 -0.142 -0.2 -1.0 0.0
S 1.502 -0.331 -0.108 -0.2 0.8 0.1
H 2.417 0.639 -0.478 -0.9 -0.6 0.2
```
Forces are in eV/Å.

Charges computed using natural (NBO), reported in e: 0.86 0.00 0.00 -0.34 -0.32 -0.31 -0.06 0.16

ORCA calculation (the ωB97M-V functional and the def2-TZVPD basis) on 2 unconnected molecules or ions with the total composition CHF3NO2S at a distorted geometry.

* DFT total energy: -941.6438 Eh
* energy relative to the best compared isomer or geometry (same formula, charge and spin): 4.358 eV
* net charge: -1
* HOMO energy (spin up / spin down): -0.102 / -0.102 Eh
* largest force on an atom: 4.04 eV/A

```
9
Properties=species:S:1:pos:R:3:forces:R:3
C -1.362 0.336 1.111 3.4 0.0 -2.1
N 0.866 0.356 -0.185 -1.8 3.6 -0.6
O 1.161 0.395 -2.786 -0.4 0.1 0.2
O 2.026 -1.479 -1.311 0.1 0.0 -1.4
F -2.201 1.375 0.922 -0.6 0.0 1.0
F -1.981 -0.777 0.739 -1.5 -1.0 0.0
F -1.019 0.154 2.421 -0.9 0.6 0.6
S 1.596 -0.083 -1.488 1.1 -2.2 1.6
H 0.912 -0.276 0.578 0.6 -1.0 0.6
```
Forces are in eV/Å.

Charges computed using natural (NBO), reported in e: 0.71 -1.02 -0.92 -0.98 -0.38 -0.38 -0.40 1.98 0.39

ORCA calculation (the ωB97M-V functional and the def2-TZVPD basis) on 2 unconnected molecules or ions with the total composition CHF3O2S at a distorted geometry.

* DFT total energy: -886.8417 Eh
* SMILES: O=S(=O)=C(F)F.F
* energy relative to the best compared isomer or geometry (same formula, charge and spin): 3.339 eV
* HOMO energy (spin up / spin down): -0.373 / -0.381 Eh
* largest force on an atom: 3.85 eV/A

```
8
Properties=species:S:1:pos:R:3:forces:R:3
C 2.529 1.129 -0.423 -2.4 2.6 1.5
O 3.247 -0.819 1.078 0.4 -0.8 1.0
O 2.829 -1.359 -1.310 0.1 -1.0 -0.9
F 0.011 -0.319 0.694 -0.4 0.3 0.1
F 1.648 1.642 -1.269 0.9 -0.7 0.0
F 2.193 1.729 0.768 1.0 -0.7 -1.5
S 2.472 -0.701 -0.106 0.6 0.6 -0.4
H -0.287 -1.177 0.847 -0.2 -0.3 0.1
```
Forces are in eV/Å.

Charges computed using natural (NBO), reported in e: 0.48 -0.85 -0.85 -0.55 -0.29 -0.32 1.81 0.57

ORCA calculation (the ωB97M-V functional and the def2-TZVPD basis) on 2 unconnected molecules or ions with the total composition CHF3S at a distorted geometry.

* DFT total energy: -736.3193 Eh
* energy relative to the best compared isomer or geometry (same formula, charge and spin): 1.680 eV
* HOMO energy (spin up / spin down): -0.370 / -0.309 Eh
* largest force on an atom: 2.37 eV/A

```
6
Properties=species:S:1:pos:R:3:forces:R:3
C -1.165 -0.496 0.066 1.0 -2.1 0.5
F -0.837 -0.963 -1.092 0.4 -0.8 -2.0
F -1.990 0.475 -0.099 -0.3 1.5 1.0
F 2.226 1.310 -0.521 -0.1 -0.9 1.4
S 2.101 0.441 0.892 -0.1 0.8 -1.4
H -0.334 -0.767 0.753 -0.9 1.5 0.5
```
Forces are in eV/Å.

Charges computed using natural (NBO), reported in e: 0.54 -0.32 -0.29 -0.47 0.39 0.14

ORCA calculation (the ωB97M-V functional and the def2-TZVPD basis) on a molecular structure, CHF4InNO3S at a distorted geometry.

* DFT total energy: -1306.5886 Eh
* net charge: +1
* HOMO energy: -0.574 Eh
* largest force on an atom: 6.10 eV/A

```
12
Properties=species:S:1:pos:R:3:forces:R:3
N -0.653 -0.853 -0.034 0.6 1.9 -1.3
S 0.136 0.417 -0.383 -6.0 0.1 0.8
O 1.186 0.114 -1.407 -0.5 0.1 -1.2
O -0.481 1.727 -0.412 1.8 -2.0 -0.1
C -2.064 -0.702 0.111 -2.1 -0.7 0.6
F -2.399 0.057 1.177 0.5 0.0 -0.1
F -2.770 -0.197 -0.924 1.2 0.0 0.1
F -2.582 -1.918 0.328 0.6 0.2 0.0
F 4.521 0.140 -0.731 5.1 -0.1 -0.8
In 2.816 0.146 -0.377 -1.4 -0.2 0.7
O 1.298 0.396 0.889 0.3 0.6 0.9
H 0.991 0.673 1.764 -0.1 0.1 0.4
```
Forces are in eV/Å.

Charges computed using Löwdin, reported in e: -0.02 0.69 -0.29 -0.17 -0.71 0.13 0.15 0.15 -0.25 1.35 -0.19 0.15

ORCA calculation (the ωB97M-V functional and the def2-TZVPD basis) on a single CHFINO2 molecule at a distorted geometry.

* DFT total energy: -641.3726 Eh
* SMILES: O=[N+]([O-])[C@H](F)I
* energy relative to the best compared isomer or geometry (same formula, charge and spin): 0.327 eV
* HOMO energy: -0.386 Eh
* largest force on an atom: 3.73 eV/A

```
7
Properties=species:S:1:pos:R:3:forces:R:3
C -0.001 -0.629 -0.227 -1.5 2.9 -1.8
N 0.393 0.795 0.325 -0.9 -1.2 -0.5
O 0.208 1.016 1.489 0.3 -0.1 0.6
O 0.748 1.542 -0.528 0.7 1.2 -0.2
F 0.226 -0.463 -1.588 -0.3 -1.6 2.0
I -2.099 -0.897 0.226 0.6 0.0 -0.3
H 0.525 -1.364 0.303 1.1 -1.1 0.1
```
Forces are in eV/Å.

Charges computed using natural (NBO), reported in e: 0.14 0.50 -0.36 -0.32 -0.32 0.15 0.21

ORCA calculation (the ωB97M-V functional and the def2-TZVPD basis) on 2 unconnected molecules or ions with the total composition CHFN2O3 at a distorted geometry.

* DFT total energy: -473.5629 Eh
* energy relative to the best compared isomer or geometry (same formula, charge and spin): 3.649 eV
* HOMO energy (spin up / spin down): -0.319 / -0.301 Eh
* largest force on an atom: 4.13 eV/A

```
8
Properties=species:S:1:pos:R:3:forces:R:3
C 0.507 -1.055 0.698 3.7 -0.6 -1.4
N 0.068 1.490 0.845 0.1 -0.4 1.0
N -1.053 0.444 -1.178 -2.3 -2.8 -2.0
O -0.268 1.640 -0.243 1.3 3.5 0.0
O -1.152 0.698 -2.292 0.4 0.4 0.8
O 0.747 -1.024 -0.465 0.3 -0.4 1.2
F 1.645 -1.243 1.598 -3.1 0.5 -1.3
H -0.493 -0.949 1.036 -0.5 -0.2 1.7
```
Forces are in eV/Å.

Charges computed using natural (NBO), reported in e: 0.70 0.12 0.26 -0.17 -0.19 -0.51 -0.38 0.16

ORCA calculation (the ωB97M-V functional and the def2-TZVPD basis) on 3 unconnected molecules or ions with the total composition CHFN2O3 at a distorted geometry.

* DFT total energy: -473.5641 Eh
* energy relative to the best compared isomer or geometry (same formula, charge and spin): 3.618 eV
* HOMO energy (spin up / spin down): -0.286 / -0.287 Eh
* largest force on an atom: 3.28 eV/A

```
8
Properties=species:S:1:pos:R:3:forces:R:3
C -0.565 -0.498 0.191 1.0 2.8 1.3
N -1.308 1.165 -0.946 0.1 -0.2 0.7
N -0.139 1.798 1.473 0.7 1.3 2.9
O -1.259 2.066 -0.211 -0.7 -0.3 -0.6
O -0.461 2.192 2.504 0.2 -1.0 -2.7
O -0.610 0.004 1.349 -1.0 -1.2 -0.6
F -1.384 -1.497 -0.094 0.5 0.0 -0.4
H 0.408 -0.287 -0.299 -0.8 -1.5 -0.6
```
Forces are in eV/Å.

Charges computed using natural (NBO), reported in e: 0.61 0.12 0.39 -0.19 -0.19 -0.59 -0.31 0.15

ORCA calculation (the ωB97M-V functional and the def2-TZVPD basis) on 2 unconnected molecules or ions with the total composition CHFNO3S at a distorted geometry.

* DFT total energy: -817.3155 Eh
* energy relative to the best compared isomer or geometry (same formula, charge and spin): 0.323 eV
* net charge: -1
* HOMO energy: -0.245 Eh
* largest force on an atom: 1.83 eV/A

```
8
Properties=species:S:1:pos:R:3:forces:R:3
C -0.703 1.038 -0.095 1.1 -0.6 -0.2
N -1.374 1.965 -0.131 -0.6 0.3 0.2
O 0.417 -0.569 -1.740 -0.2 0.1 0.6
O 0.877 -1.016 0.626 0.1 0.7 -0.5
O 1.799 0.963 -0.419 -0.5 -0.3 0.1
F -1.360 -1.192 1.229 -0.5 -0.2 0.2
S 0.729 -0.010 -0.447 1.5 0.4 -1.0
H -0.385 -1.179 0.977 -0.8 -0.5 0.6
```
Forces are in eV/Å.

Charges computed using natural (NBO), reported in e: -0.03 -0.36 -0.95 -0.96 -0.96 -0.65 2.38 0.52

ORCA calculation (the ωB97M-V functional and the def2-TZVPD basis) on 2 unconnected molecules or ions with the total composition CHFOS2 at a distorted geometry.

* DFT total energy: -1010.1601 Eh
* SMILES: O=C=S.FS
* energy relative to the best compared isomer or geometry (same formula, charge and spin): 0.111 eV
* HOMO energy: -0.360 Eh
* largest force on an atom: 1.25 eV/A

```
6
Properties=species:S:1:pos:R:3:forces:R:3
C -1.279 -0.591 0.385 -0.3 0.3 0.3
O -1.067 0.152 1.238 0.0 0.1 0.2
F 1.264 -0.558 0.052 -0.2 0.0 0.3
S -1.613 -1.557 -0.776 -0.2 -0.5 -0.5
S 1.827 0.805 -0.582 0.6 0.9 -0.6
H 0.868 1.750 -0.318 0.0 -0.9 0.2
```
Forces are in eV/Å.

Charges computed using natural (NBO), reported in e: 0.44 -0.47 -0.48 0.02 0.39 0.09

ORCA calculation (the ωB97M-V functional and the def2-TZVPD basis) on a molecular structure, CHHoLiO2 at a distorted geometry.

* DFT total energy: -1143.4250 Eh
* 2S+1: 5
* energy relative to the best compared isomer or geometry (same formula, charge and spin): 1.566 eV
* net charge: +3
* HOMO energy (spin up / spin down): -0.949 / -0.887 Eh
* largest force on an atom: 6.23 eV/A

```
6
Properties=species:S:1:pos:R:3:forces:R:3
O -2.284 0.142 -0.250 4.5 2.3 -1.0
C -1.272 0.688 -0.420 -6.0 -1.7 0.5
H 0.171 0.839 0.519 1.9 -2.9 -1.8
O 0.718 -0.052 -0.008 0.5 2.6 2.2
Li -0.263 -1.690 0.327 -0.8 -0.7 0.2
Ho 2.930 0.073 -0.167 -0.1 0.4 -0.2
```
Forces are in eV/Å.

Charges computed using natural (NBO), reported in e: -0.32 0.62 0.56 -1.16 0.99 2.31

ORCA calculation (the ωB97M-V functional and the def2-TZVPD basis) on 2 unconnected molecules or ions with the total composition CHI2P.

* DFT total energy: -975.3675 Eh
* SMILES: P#CI.I
* energy relative to the best compared isomer or geometry (same formula, charge and spin): 0.533 eV
* HOMO energy: -0.338 Eh
* largest force on an atom: 0.89 eV/A

```
5
Properties=species:S:1:pos:R:3:forces:R:3
C -1.524 -0.334 0.543 -0.1 0.1 0.1
P -1.013 -1.602 1.235 -0.1 -0.1 0.0
I -2.169 1.373 -0.263 0.1 -0.1 0.0
I 2.012 -0.416 -0.856 -0.3 -0.7 -0.2
H 2.694 0.979 -0.660 0.4 0.8 0.1
```
Forces are in eV/Å.

Charges computed using natural (NBO), reported in e: -0.94 0.61 0.33 -0.09 0.09